Computed, not measured: C5H14N2O as an isolated structure in a non-equilibrium geometry, with wB97M-V/def2-TZVPD.

```
22
Properties=species:S:1:pos:R:3:mulliken_charge:R:1
H -1.173 -2.139 -0.779 0.4027
C 1.398 0.537 -0.382 -0.1034
C -0.042 0.866 -0.632 -1.1659
H -2.712 1.107 0.031 0.3708
H 0.163 -0.614 1.419 0.2477
H 2.846 -0.752 -1.006 0.2519
H 1.375 1.134 1.949 0.3224
H 1.241 -1.194 -1.393 0.2919
H 1.567 -0.635 2.275 0.4416
O -0.753 -1.364 -1.176 -0.6114
C -2.482 0.231 -0.576 -1.6330
H -0.309 1.757 -0.066 0.3580
N -0.961 -0.769 1.062 -0.8161
H -2.573 0.489 -1.630 0.3581
H 2.743 0.183 1.495 0.4348
H -1.475 -0.187 1.714 0.2929
H -3.201 -0.551 -0.336 0.4141
H -0.182 1.055 -1.698 0.4330
C -1.070 -0.280 -0.267 1.2520
N 1.905 -0.448 -1.204 -0.5261
C 1.651 0.164 1.530 -1.3757
H 2.045 1.411 -0.330 0.3597
```

Values from the calculation:
Relative energy (zero: lowest compared OMol25 entry of this formula, charge and spin) ... 75.1 kcal per mole
HOMO ... -8.4182 eV

***

Computed, not measured: C22H30B2ClCoF4N5O9 as an isolated structure in a non-equilibrium geometry, with wB97M-V/def2-TZVPD.

```
74
Properties=species:S:1:pos:R:3:mulliken_charge:R:1
C -2.117 4.446 -1.457 -1.3868
H 4.195 -0.472 3.508 0.4168
C -1.324 3.816 0.920 0.6267
H -3.744 0.579 0.638 0.3927
N 1.836 -0.500 -2.041 0.9675
C -2.953 3.660 2.718 -0.4856
H -2.618 -2.533 2.400 0.3517
H -3.077 4.654 -1.929 0.4152
H -3.678 -2.390 0.993 0.4004
F -0.725 -4.678 1.190 -0.3765
Co 0.446 -0.864 -0.613 -0.9473
C 2.788 -1.459 -4.094 -2.1819
H -1.645 -2.398 -0.199 0.7748
C -1.548 0.035 2.226 -1.5167
F 4.601 -0.672 -1.791 -0.3928
C 1.305 -4.009 -3.187 -1.9194
H 3.396 -0.561 -4.115 0.3680
O 0.250 -3.785 -0.702 -0.7912
H -3.339 -0.524 -0.702 0.3871
H -1.645 3.618 -1.991 0.2575
C -2.174 -0.825 1.130 2.9672
N 0.952 -1.493 1.311 0.5868
C 1.898 -1.468 2.159 0.6038
C 2.945 -0.479 1.762 0.5463
O -0.092 -2.440 1.418 -0.4346
O -0.787 -2.418 -4.585 -0.4694
H 2.112 -1.618 4.268 0.4891
H -0.815 0.725 1.809 -0.0794
C 3.798 0.227 2.768 -1.7055
O 0.297 1.022 -0.139 -0.4262
N 2.990 -0.308 0.494 -0.1409
H -2.261 0.802 -0.321 -0.0445
F 1.520 -4.172 1.263 -0.3665
C 0.066 1.933 -1.003 0.9862
H -0.841 3.345 2.930 0.3061
H -2.336 0.605 2.728 0.5893
H 0.381 4.048 -1.355 0.3610
H 0.285 -4.238 -3.496 0.2908
B 0.270 -3.824 0.761 1.0905
C -2.339 4.121 -0.002 1.2492
H 2.111 -1.482 -4.953 0.4349
Cl -5.619 4.019 2.338 -0.2969
H 2.870 -2.930 3.354 0.3128
H -1.058 -0.595 2.974 0.1590
C -1.653 3.597 2.260 -0.3599
H -3.894 -1.297 2.372 0.4298
H -4.450 4.381 -0.217 0.3144
C -3.952 3.939 1.805 0.1491
H 1.906 -3.915 -4.086 0.5001
O 0.013 3.765 0.687 -0.5963
F 4.664 1.641 -1.873 -0.3960
C -2.927 0.064 0.123 -1.1630
H 1.632 3.260 -0.371 0.3000
H 4.622 0.714 2.251 0.4105
C -1.165 -1.529 0.260 -0.3588
H 1.685 -4.811 -2.553 0.4114
H 1.110 -2.896 3.530 0.3271
N -1.918 -1.941 -4.291 0.1547
H -1.491 5.335 -1.567 0.2858
H -3.189 3.469 3.756 0.4003
C 1.996 -2.279 3.407 -2.1402
O -1.925 -1.048 -3.434 -0.4190
O 3.824 0.631 0.024 -0.5091
C 1.955 -1.474 -2.860 0.8885
C 1.273 -2.734 -2.421 0.1645
C -3.151 -1.823 1.763 -1.9963
H 3.227 0.992 3.303 0.2749
B 3.931 0.527 -1.474 0.9167
O 2.638 0.595 -2.214 -0.6184
C -3.649 4.162 0.478 -0.9954
C 0.562 3.324 -0.566 -1.2662
O -0.466 1.815 -2.099 -0.7927
H 3.433 -2.336 -4.137 0.3650
N 0.783 -2.649 -1.243 0.9492
```

Values from the calculation:
Relative energy (zero: lowest compared OMol25 entry of this formula, charge and spin) ... 0.0 kcal per mole
Spin multiplicity ... 2
HOMO (alpha / beta) ... -1.5475 / -1.5487 eV
Charge ... -2

***

Computed, not measured: a 12-piece molecular cluster, C67H150F30N6P6 overall in a non-equilibrium geometry, with wB97M-V/def2-TZVPD.

```
259
Properties=species:S:1:pos:R:3:mulliken_charge:R:1
H 1.504 3.681 1.979 0.2583
H 2.635 -0.697 -2.964 0.1053
C -9.360 -0.715 7.131 -0.5432
H -3.353 -4.823 4.594 0.3142
H -3.214 4.353 5.091 0.2438
H -2.422 -3.517 -4.872 0.3369
H -9.430 0.274 7.584 0.2862
H -0.443 -7.711 1.031 0.3514
C -1.502 -1.688 -5.650 -0.3786
H -1.179 -5.267 0.411 0.1384
C -1.215 10.348 -1.105 -0.5464
H -1.534 -3.537 3.442 -0.0739
N 0.076 2.574 0.657 1.1854
H -3.151 -1.931 1.673 -0.0151
F -3.500 -3.728 -0.914 -0.4151
H -8.701 -2.575 7.978 0.3388
F -3.360 -1.643 -0.558 -0.3795
H 8.416 -1.590 0.082 0.3323
H -0.668 11.288 -1.031 0.2930
H 11.794 -3.117 1.980 0.3215
H -3.169 1.045 5.602 0.4337
H 1.684 -8.003 1.647 0.3550
F 2.413 -0.315 5.909 -0.3890
F -4.898 6.068 -0.387 -0.3753
C 4.815 -5.263 -6.440 -1.6578
H -7.407 3.688 2.608 -0.2129
C -4.557 9.271 0.198 -1.1036
H 5.562 -1.472 -1.675 -0.4605
H -2.072 3.015 0.925 0.1814
C 7.133 -2.962 -2.214 -0.1162
H 0.883 0.777 1.480 -0.2413
F 3.347 2.108 -2.811 -0.5126
H -2.485 2.413 7.326 0.4164
H -4.654 2.455 4.127 0.3162
H 0.327 -4.926 -0.176 0.3353
H -5.417 12.194 4.055 0.3771
H -1.484 -1.278 -4.641 0.1353
H -3.436 10.344 3.377 0.4252
C 8.599 -2.614 -2.642 -0.9365
H -1.620 -0.481 -10.012 0.3605
F 6.595 2.201 1.005 -0.3759
H 3.791 -4.927 -6.600 -0.1997
C -4.072 10.904 2.692 -0.1628
H -10.257 4.240 2.971 0.3889
C -7.280 1.195 3.054 -1.1520
C -8.373 -0.704 5.968 -0.6819
H 1.443 -0.083 -6.202 0.5392
C 0.165 -7.054 0.410 -0.8870
C -4.802 -3.131 2.226 -1.8096
H 0.100 0.868 -7.876 0.3567
H 0.916 5.630 -0.481 0.6202
H -4.518 -0.897 4.950 0.2540
C 7.437 -0.569 -2.231 -0.9560
H 10.751 -2.749 -0.215 0.3104
H 3.243 -7.564 -4.328 0.3454
H -0.873 5.447 -0.444 0.0314
C -8.785 -1.531 8.282 -1.2402
H 9.857 -1.666 2.060 0.4434
H -3.701 0.115 2.858 -0.2026
H -6.046 -1.484 4.128 0.5602
H 5.073 -5.653 -3.404 0.0646
H 5.996 -1.618 -3.396 0.3219
C -7.292 0.393 6.091 -1.0279
C -1.397 2.161 0.872 -1.0675
C 2.234 -1.284 -2.138 -0.0320
C -1.633 -4.620 3.372 1.0002
H -1.556 0.222 -7.729 0.2447
C -0.805 9.515 0.097 -0.7218
H -0.534 3.192 -1.240 0.5449
F -4.952 3.908 0.174 -0.3759
C 3.446 -5.530 -2.161 -1.9085
P -4.657 5.288 1.011 1.5385
H 12.766 -1.719 1.447 0.2999
H -6.563 1.608 2.344 0.7276
C -9.445 4.082 2.262 -1.5161
F -3.556 -2.250 -2.675 -0.3604
C -0.014 -1.248 -7.756 -0.9943
P -2.499 -2.620 -1.582 1.5723
H 5.392 -5.282 -7.364 0.5087
H 1.582 -3.380 1.029 0.5815
C -8.351 3.465 3.106 0.2431
H 3.540 -4.554 -1.683 0.2044
N -3.148 9.911 0.286 0.6224
F 2.523 4.100 -3.809 -0.4251
H 2.046 1.865 0.781 -0.1217
H 9.454 -0.410 -3.962 0.4124
H -5.787 2.799 5.591 0.6349
H 5.300 -4.755 -5.607 0.2206
H 0.390 -5.206 4.118 0.2671
H -1.264 1.230 -9.885 0.3855
H -0.632 -4.805 -6.386 0.4127
C -2.283 -5.017 4.675 -0.8622
P 1.227 -0.394 4.845 1.3620
H 1.344 -3.141 -6.795 0.3229
C 6.375 -1.666 -2.375 0.7310
H -1.050 9.771 -2.015 0.3219
C -3.264 2.854 6.705 -0.8169
F 0.727 1.158 5.195 -0.4294
F 2.243 0.323 3.771 -0.4505
H 11.238 -1.055 -0.556 0.2651
C 4.002 -5.566 -3.587 0.7487
H -9.043 -0.746 5.109 0.4715
H -0.102 0.502 -5.539 0.4481
C -4.644 12.241 3.288 -1.3296
H 5.454 -7.826 -8.555 0.3397
H -1.733 3.174 5.191 0.1582
C -2.051 8.855 0.685 -0.5268
H -5.267 -0.385 2.172 0.3965
H -0.675 -1.988 -8.207 0.4255
H -0.027 3.232 2.739 0.5772
C -4.474 -0.654 2.869 -0.2683
C 1.824 -5.975 1.760 -0.4961
C 1.036 0.603 -0.676 0.5828
F 4.479 1.694 0.206 -0.4269
H 0.023 0.227 -0.816 0.0477
H 1.243 -1.662 -2.391 -0.0634
F 4.481 2.609 2.177 -0.3913
F 0.162 -1.073 5.895 -0.4012
H -3.140 9.913 -1.856 0.3608
N 0.511 -5.103 1.875 0.4976
H 10.876 -0.362 1.671 0.3479
C 5.905 -7.262 -5.368 -0.9362
H -2.045 8.812 1.775 0.2945
P -6.249 0.762 4.556 0.6614
H 7.357 -7.465 -7.073 0.3977
F -1.775 -3.716 -2.539 -0.4109
F 3.395 1.205 -4.984 -0.3437
H 9.315 -3.378 -2.339 0.3417
H 12.053 -1.797 3.114 0.3939
C 6.482 -7.949 -6.639 -0.9595
H -1.561 1.630 1.810 0.2754
H -8.998 1.728 4.252 0.4458
H -2.438 -3.482 -6.546 0.3975
H -1.658 1.604 -0.028 0.3343
F 0.149 -0.571 3.686 -0.3636
H -2.055 4.565 6.202 0.4739
C -3.312 11.104 1.334 -0.8120
F 4.395 3.077 -4.652 -0.4043
H 7.053 -3.168 -1.146 0.3024
C 1.594 -7.143 0.984 -0.4829
P 5.272 1.366 1.524 1.3091
F 5.911 1.101 2.969 -0.4034
F -4.379 6.576 1.951 -0.4087
H -5.185 12.668 2.444 0.3498
H -0.114 8.691 -0.080 0.4387
C -1.808 -3.181 -5.708 -0.6569
C -0.256 -5.389 3.260 -1.0612
C -5.271 -0.719 4.183 -0.8954
H 9.353 -0.092 -0.479 0.3563
H -5.337 -3.485 3.107 0.3540
H 2.162 -6.215 2.769 0.3737
H -3.933 12.971 3.674 0.3229
H -5.455 -2.817 1.412 0.4079
C 5.319 -8.314 -7.590 -0.5556
C 0.064 4.974 1.391 -0.5682
H 2.365 -7.285 0.227 0.2233
C 3.473 -6.543 -4.633 -1.0849
C -0.523 -3.927 -5.750 -0.6001
H 3.782 -4.573 -3.979 0.1449
H -8.357 4.022 4.043 0.2723
C 0.603 -2.905 -6.032 -0.3095
H 6.960 -8.822 -6.193 0.3842
H -4.823 8.787 1.138 0.2471
H -0.556 -4.399 -4.768 0.1501
C 0.869 -3.585 1.827 -1.1600
C 10.760 -1.432 1.495 -0.4051
H -10.370 -1.070 6.927 0.3497
H -0.792 -4.346 6.061 0.3126
H 2.570 -6.068 -5.017 0.0653
C -3.952 1.695 5.993 -0.7831
N 4.543 -6.642 -5.771 3.0807
C -2.752 10.544 -1.057 -0.5451
C -8.512 1.989 3.312 -0.9745
N -0.083 -1.491 -6.265 1.0453
H -0.295 10.162 0.810 0.3742
H -4.759 8.581 -0.621 0.3287
C -3.792 -1.995 2.553 1.1209
F -4.469 4.488 2.436 -0.4313
H -3.292 -2.414 3.426 -0.4704
H 3.210 -0.250 -0.521 -0.2265
H 10.799 -0.701 -2.800 0.3818
H 3.653 -8.626 -6.185 0.1983
H 1.229 -3.306 2.817 0.3677
C 0.223 3.574 -0.555 -0.6698
H -4.377 1.117 6.813 0.2349
F 5.739 -0.047 0.947 -0.4250
H -2.304 -3.341 5.848 0.1418
C -0.853 0.235 -9.715 -1.4622
H -9.244 5.074 1.858 0.3433
C 0.432 3.580 1.813 -0.8574
C 9.801 -0.285 -2.937 -1.0885
H -3.052 11.585 -1.175 0.2486
H 6.480 -6.410 -5.005 0.1460
H 1.822 -1.126 0.075 -0.3385
H -4.127 -3.925 1.907 0.3694
H -3.947 3.364 7.385 0.3978
C 10.538 -1.698 -0.022 -0.6187
H 9.670 0.716 -2.526 0.3848
H -0.089 -7.357 -0.606 0.5325
C 2.193 -0.549 -0.772 0.8615
H -7.675 1.376 6.365 0.6403
F 4.014 0.512 2.017 -0.2824
H -2.214 -6.092 4.838 0.4772
F -1.405 -2.759 -0.360 -0.4486
C -1.873 -4.339 5.917 -1.0809
H 1.190 1.219 -1.561 -0.1582
H 2.570 -5.330 1.297 0.2680
H 1.251 3.374 -0.858 0.2177
H -2.413 7.885 0.344 0.3539
H -7.876 -1.667 5.846 0.3447
H -4.885 10.203 2.502 0.2080
H 3.189 -7.393 -7.201 0.4987
C 1.075 1.401 0.607 -0.1870
N 8.843 -1.180 -2.110 0.6625
C -0.589 0.094 -8.214 -0.2076
P 2.929 2.591 -4.324 1.4251
F 1.480 2.092 -3.980 -0.3596
H -0.410 -6.452 3.074 0.5030
H -7.490 0.197 2.668 0.6791
H 1.236 -2.817 -5.149 -0.1948
H 0.794 -0.527 -4.470 0.1795
C 9.217 -1.173 -0.528 -0.6590
H 2.361 -5.609 -2.220 0.3497
H 8.677 -2.494 -3.723 0.4555
F -6.272 5.422 1.147 -0.3947
H 5.663 -7.957 -4.564 0.4654
H 0.872 5.675 1.598 0.5990
H -7.736 -1.262 8.412 0.2992
H 5.408 -9.391 -7.736 0.3862
C -0.147 -5.590 0.547 -0.4155
F 2.444 2.988 -5.780 -0.4201
H -0.073 0.170 -10.474 0.3564
H 3.838 -6.259 -1.452 0.4091
H 7.274 0.036 -1.338 0.1350
H 0.988 -1.374 -8.168 0.4334
H -9.150 1.523 2.561 0.4044
C 11.922 -2.037 2.059 -1.3604
F -1.550 -1.401 -2.228 -0.4794
C 0.080 5.044 -0.099 -0.6777
H 3.019 -2.033 -2.045 -0.1099
H -0.816 5.338 1.923 0.2061
F 1.824 -1.860 4.497 -0.4156
H 7.349 0.309 -2.871 0.3140
H -9.319 -1.318 9.208 0.3661
H -6.554 0.050 6.816 0.6280
H -2.278 11.283 1.631 0.3015
C -5.133 2.117 5.046 -0.4757
C 0.621 -0.314 -5.525 -1.2676
F -3.003 5.226 0.684 -0.5865
H -0.120 -3.200 1.579 0.1363
C -2.530 3.738 5.675 -1.0038
H 6.724 -3.812 -2.760 -0.0545
C 4.090 -7.795 -6.738 -1.3745
H -2.266 -1.143 -6.204 0.2410
H -5.226 10.112 0.018 0.4617
H -9.611 3.604 1.296 0.3911
H -3.713 12.004 0.868 0.4065
H -2.280 -4.916 2.546 -0.0784
H -2.376 -4.803 6.765 0.3987
```

Values from the calculation:
Spin multiplicity ... 2
HOMO (alpha / beta) ... -4.1099 / -10.8301 eV
Charge ... +1